(i)
DFT (ωB97M-V/def2-TZVPD) results for a 2-piece molecular cluster, C5H10N2O3S overall.

Element x y z (Å)
C: 1.7573 0.3060 1.0559
C: 1.3058 -0.9567 0.7986
C: 0.4770 0.4398 -0.6643
C: 1.3222 2.5407 0.4010
C: -0.1439 -2.0270 -0.9119
N: 1.1864 1.1791 0.1840
N: 0.5537 -0.8698 -0.3434
O: -1.5094 0.8510 0.1275
O: -2.1113 -1.3151 0.9738
O: -3.5302 -0.4822 -0.8081
S: -2.6277 -0.0013 0.6102
H: 2.1398 0.6316 1.9027
H: 1.4130 -1.9591 1.2556
H: 0.0350 0.9122 -1.4875
H: 1.5786 3.0881 -0.5517
H: 0.3314 2.8460 0.6803
H: 1.9912 2.7738 1.1920
H: -1.0411 -2.0915 -0.3351
H: -0.4472 -1.8062 -1.8911
H: 0.3298 -3.0202 -0.7987
H: -3.0105 -1.0390 -1.3896

gap between HOMO and LUMO: 8.472 eV
HOMO energy: -8.03 eV
LUMO level: 0.44 eV



(ii)
DFT (ωB97M-V/def2-TZVPD) results for C5H10N2O3S in the gas phase.

Element x y z (Å)
N: 1.6670 -1.3612 -0.8201
C: 2.1048 -0.3715 0.0984
O: 3.2268 -0.2348 0.5483
N: 1.0234 0.3577 0.5405
C: -0.2343 0.5970 -0.1159
C: -1.5027 0.3186 0.6687
C: -1.5001 -1.0602 1.2776
S: -1.5039 -2.4513 0.0627
C: -0.2511 2.0326 -0.5845
O: 0.4939 2.9076 -0.1998
O: -1.2226 2.2894 -1.4531
H: 0.7110 -1.7240 -0.6575
H: 2.3385 -2.1410 -0.8577
H: 1.2968 1.0328 1.2171
H: -0.2888 -0.0139 -1.0228
H: -1.6235 1.0333 1.4950
H: -2.3536 0.4333 -0.0052
H: -0.5268 -1.2421 1.7785
H: -2.2697 -1.1643 2.0382
H: -2.5715 -2.0207 -0.6211
H: -1.1667 3.2560 -1.6382

gap between HOMO and LUMO: 10.311 eV
HOMO energy: -9.88 eV
structure (SMILES): NC(=O)N[C@@H](CCS)C(=O)O
LUMO level: 0.43 eV



Which is the most stable structure? (ii) is the most stable.



(i)
DFT (ωB97M-V/def2-TZVPD) results for a 10-piece molecular cluster, C5H31NO11 overall.

Element x y z (Å)
C: -0.4083 1.0168 -0.3877
N: 0.3477 -0.1635 0.1369
C: 1.4238 0.2387 1.0462
C: 2.7134 0.5901 0.3135
O: 2.3911 1.5332 -0.6923
C: 2.0103 -0.9532 1.9646
C: 0.8477 -1.4442 2.7478
O: 0.3188 -2.5029 1.9465
H: -1.4947 0.7311 -0.4400
H: -0.1591 2.0070 0.1570
H: -0.0667 1.0961 -1.4865
H: 0.6291 -0.8365 -0.5757
H: 1.1404 1.1306 1.7455
H: 3.2821 1.3808 0.8198
H: 3.1944 -0.3967 -0.0551
H: 2.1546 1.0591 -1.5225
H: 2.3928 -1.6762 1.2230
H: 2.9216 -0.6396 2.7372
H: 0.8300 -1.9219 3.6862
H: 0.0927 -0.6868 3.0379
H: -0.1980 -2.0498 1.2471
O: 4.2595 -0.9758 -2.0095
H: 4.3521 -0.4003 -1.1794
H: 3.4305 -0.6451 -2.3972
O: -0.4465 -0.9012 -2.9066
H: -0.4255 -1.2723 -3.7618
H: -0.8900 -1.4856 -2.1770
O: -2.5171 -0.3652 1.5987
H: -2.4736 -1.2548 1.8803
H: -1.6547 -0.0246 1.3343
O: 2.0456 -0.1178 -3.1078
H: 1.1284 -0.3401 -3.0333
H: 2.4422 -0.2350 -3.9281
O: -4.0201 1.3173 2.8077
H: -3.4447 1.9778 2.5146
H: -3.4567 0.5592 2.4386
O: 0.4814 4.0837 0.0192
H: 1.2583 4.4792 -0.1526
H: 0.6122 3.0874 -0.0651
O: -3.6464 -1.5025 -0.6758
H: -4.2825 -1.0967 -1.3220
H: -3.3097 -0.8261 -0.0606
O: -3.2444 2.7030 0.3377
H: -3.4756 3.3298 -0.2774
H: -3.9062 2.0510 0.2530
O: -0.8635 -2.8803 -1.3056
H: -1.7380 -3.0924 -1.6552
H: -0.5787 -3.6845 -0.8184

gap between HOMO and LUMO: 8.914 eV
HOMO energy: -9.03 eV
structure (SMILES): CN[C@H](CO)CCO.O.O.O.O.O.O.O.O.O
LUMO level: -0.11 eV



(ii)
DFT (ωB97M-V/def2-TZVPD) results for a 12-piece molecular cluster, C5H31NO11 overall.

Element x y z (Å)
C: -0.5191 -2.2791 -0.1612
N: 0.0365 -1.8270 0.8865
C: 1.4368 -1.4615 0.7179
C: 2.3087 -2.4677 0.8626
C: 1.9700 -0.0592 0.8442
C: 1.4046 0.7022 2.0582
H: -1.4910 -2.7480 0.0739
H: 0.0668 -2.3034 -1.2076
H: 3.4209 -2.2724 0.8683
H: 2.2328 -3.5554 0.9621
H: 3.0624 0.0335 0.7988
H: 1.6850 0.6017 0.0378
H: 0.3295 0.7443 1.6645
H: 1.3672 0.1170 2.9840
H: 1.8957 1.6737 2.2555
O: -0.6155 -0.3287 -1.4516
H: -0.0579 0.4426 -1.3575
H: -0.1077 -0.6775 -2.1755
O: -2.1552 2.5635 0.1884
H: -3.0675 2.6702 0.5671
H: -1.7704 1.8363 0.7390
O: -1.7987 -2.0043 3.2571
H: -1.9130 -2.6708 3.8581
H: -0.9995 -2.1666 2.7495
O: 0.2167 3.6327 0.8568
H: 0.3107 4.5038 0.9780
H: -0.6175 3.3304 0.5118
O: 1.1191 -1.7218 -2.9765
H: 1.9324 -1.7938 -2.5821
H: 1.3994 -1.8146 -3.9276
O: -3.3241 1.0464 -2.2500
H: -3.6278 0.2189 -1.8604
H: -2.5671 1.2078 -1.6355
O: -0.5592 0.1023 4.3594
H: -1.1796 -0.5036 3.9538
H: -1.0815 0.8302 4.5762
O: -2.4422 -0.0282 1.4468
H: -1.6417 -0.3334 0.9052
H: -2.5090 -0.6780 2.1209
O: 3.2453 -0.0853 -2.3346
H: 2.5806 0.7157 -2.4007
H: 3.8211 0.2546 -1.5557
O: 1.0699 1.4043 -2.3052
H: 0.5956 1.7273 -3.0688
H: 0.7336 1.9251 -1.5961
O: -1.0446 0.7404 -3.7213
H: -1.2726 0.0481 -4.3573
H: -1.8789 0.7073 -3.1572

gap between HOMO and LUMO: 9.329 eV
HOMO energy: -8.97 eV
structure (SMILES): C=NC(=C)CC.O.O.O.O.O.O.O.O.O.O.O
LUMO level: 0.36 eV



Which is the most stable structure? (ii) is the most stable.